[1]
Formula: C4H7NO
Source: the Open Molecules 2025 dataset
Level of theory: the ωB97M-V functional and the def2-TZVPD basis

Positions of all 13 atoms, in Å:
H  -0.998  1.893  -1.465
H  -0.166  -1.922  -0.045
C  -0.353  0.571  0.898
C  -0.550  0.887  -1.600
N  -0.613  0.103  -0.483
C  0.955  -0.246  0.879
O  -0.078  0.519  -2.658
H  1.227  -0.821  1.766
H  0.974  -1.169  -1.205
H  -0.296  1.655  1.039
H  -1.092  0.154  1.592
C  0.354  -0.999  -0.323
H  1.795  0.380  0.565

Values from the calculation:
Energy above the lowest of the compared OMol25 structures with the same formula, charge and spin, kcal/mol: 33.8
E, eV: -7798.17777
E_HOMO, hartree: -0.3476
SMILES: O=CN1CCC1
Orbital gap, eV: 10.44
Total charge: 0

[2]
Formula: C4H7NO
Source: the Open Molecules 2025 dataset
Level of theory: the ωB97M-V functional and the def2-TZVPD basis

Positions of all 13 atoms, in Å:
C  1.563  0.808  0.035
H  2.404  1.350  -0.414
H  -0.322  -2.050  1.176
H  1.971  -0.019  0.625
H  -2.890  0.980  0.926
H  -0.933  -1.946  -0.606
C  -1.859  0.717  0.697
C  -0.851  -1.525  0.389
H  0.942  -0.666  -1.518
H  1.001  1.497  0.671
O  -0.235  0.967  -1.542
N  -1.472  -0.434  0.647
C  0.681  0.323  -1.085

Values from the calculation:
Energy above the lowest of the compared OMol25 structures with the same formula, charge and spin, kcal/mol: 91.6
E, eV: -7795.67166
E_HOMO, hartree: -0.3014
Orbital gap, eV: 9.25
Total charge: 0

[3]
Formula: C4H7NO
Source: the Open Molecules 2025 dataset
Level of theory: the ωB97M-V functional and the def2-TZVPD basis

Positions of all 13 atoms, in Å:
O  -2.228  -0.612  1.478
N  0.166  0.495  -0.954
C  -0.410  1.411  0.035
H  -1.008  -1.867  0.455
H  0.200  2.287  0.255
C  -1.213  -0.840  0.841
H  -1.453  1.634  -0.185
C  -0.152  0.131  0.652
H  1.390  -1.421  0.378
H  1.691  -0.885  -1.272
H  -0.552  0.030  -1.511
C  1.415  -0.535  -0.267
H  2.168  0.160  0.094

Values from the calculation:
Energy above the lowest of the compared OMol25 structures with the same formula, charge and spin, kcal/mol: 147.4
E, eV: -7793.25383
E_HOMO, hartree: -0.2934
Orbital gap, eV: 8.59
Total charge: 0

[4]
Formula: C4H7NO
Source: the Open Molecules 2025 dataset
Level of theory: the ωB97M-V functional and the def2-TZVPD basis

Positions of all 13 atoms, in Å:
H  -1.751  2.128  -0.484
H  -1.350  -1.745  0.543
C  1.178  0.539  -0.098
C  0.594  -0.776  0.445
H  1.194  -1.629  0.108
H  -0.865  -1.246  -1.092
H  0.615  -0.779  1.539
C  -1.016  1.349  -0.286
C  -0.838  -0.969  -0.031
O  -1.624  0.212  0.132
H  1.835  0.981  0.660
N  0.215  1.570  -0.455
H  1.809  0.359  -0.975

Values from the calculation:
Energy above the lowest of the compared OMol25 structures with the same formula, charge and spin, kcal/mol: 27.5
E, eV: -7798.45343
E_HOMO, hartree: -0.3547
SMILES: C1=NCCCO1
Orbital gap, eV: 10.62
Total charge: 0

[5]
Formula: C4H7NO
Source: the Open Molecules 2025 dataset
Level of theory: the ωB97M-V functional and the def2-TZVPD basis

Positions of all 13 atoms, in Å:
H  0.836  -0.542  2.222
H  -2.574  0.250  0.250
C  0.415  0.140  1.497
H  0.661  -1.865  -1.865
O  -0.825  -0.026  1.248
H  1.328  -1.661  -0.227
H  -0.086  -0.689  -0.798
C  -1.039  1.736  -0.308
C  0.868  -1.145  -1.074
H  0.988  0.883  0.951
N  -0.550  2.676  -0.794
H  1.540  -0.364  -1.437
C  -1.562  0.605  0.334

Values from the calculation:
Energy above the lowest of the compared OMol25 structures with the same formula, charge and spin, kcal/mol: 103.1
E, eV: -7795.17517
E_HOMO (spin up / spin down), hartree: -0.3084 / -0.3021
Orbital gap (spin up / spin down), eV: 8.33 / 7.66
Total charge: 0

[6]
Formula: C4H7NO
Source: the Open Molecules 2025 dataset
Level of theory: the ωB97M-V functional and the def2-TZVPD basis

Positions of all 13 atoms, in Å:
C  -1.546  0.426  -0.552
H  -0.336  -2.364  0.807
H  -1.678  0.270  -1.624
C  1.407  0.477  0.963
C  -0.543  -0.545  -0.035
O  0.349  0.669  1.621
C  1.344  0.218  -0.426
H  0.865  0.959  -1.053
H  -1.233  1.450  -0.369
N  -0.653  -1.764  0.056
H  2.193  -0.291  -0.875
H  2.326  0.261  1.530
H  -2.494  0.235  -0.044

Values from the calculation:
Energy above the lowest of the compared OMol25 structures with the same formula, charge and spin, kcal/mol: 102.8
E, eV: -7795.18581
E_HOMO, hartree: -0.2935
Orbital gap, eV: 8.22
Total charge: 0

[7]
Formula: C4H7NO
Source: the Open Molecules 2025 dataset
Level of theory: the ωB97M-V functional and the def2-TZVPD basis

Positions of all 13 atoms, in Å:
O  2.034  -0.669  -1.304
H  -2.297  -0.728  -0.616
C  -1.480  -0.035  -0.464
H  -1.228  -0.706  1.683
H  -1.552  0.905  -0.997
C  -0.154  -0.738  -0.320
N  1.412  0.979  0.199
H  -0.577  0.920  1.243
C  -0.888  -0.065  0.887
H  1.547  0.714  1.171
H  2.201  1.503  -0.135
H  -0.219  -1.796  -0.596
C  1.193  -0.177  -0.581

Values from the calculation:
Energy above the lowest of the compared OMol25 structures with the same formula, charge and spin, kcal/mol: 36.2
E, eV: -7798.07438
E_HOMO, hartree: -0.3535
SMILES: NC(=O)C1CC1
Orbital gap, eV: 10.62
Total charge: 0

[8]
Formula: C4H7NO2
Source: the Open Molecules 2025 dataset
Level of theory: the ωB97M-V functional and the def2-TZVPD basis

Positions of all 14 atoms, in Å:
H  -0.524  -2.045  0.381
H  -0.666  -1.158  -1.967
C  -0.608  -1.028  0.760
N  0.708  0.167  -1.120
C  -0.015  -0.286  -2.042
H  -0.660  -1.009  1.846
H  1.560  -0.578  0.662
O  -0.738  1.836  0.858
H  0.060  0.175  -3.019
O  0.054  1.544  2.003
H  -1.539  -0.602  0.394
C  0.587  -0.206  0.326
H  1.307  1.917  0.312
C  0.475  1.274  0.606

Values from the calculation:
Energy above the lowest of the compared OMol25 structures with the same formula, charge and spin, kcal/mol: 131.4
E, eV: -9841.58037
E_HOMO, hartree: -0.3636
SMILES: C=N[C@H](C)C1OO1
Orbital gap, eV: 10.87
Total charge: 0

[9]
Formula: C4H7NO2
Source: the Open Molecules 2025 dataset
Level of theory: the ωB97M-V functional and the def2-TZVPD basis

Positions of all 14 atoms, in Å:
H  0.659  1.711  -0.806
C  0.124  1.281  0.048
H  0.047  2.055  0.819
O  0.503  -2.244  0.000
O  2.199  -0.066  0.101
C  0.053  -1.125  0.094
H  -1.522  1.195  -1.203
C  0.883  0.059  0.575
H  2.391  -1.019  0.152
H  -2.061  -1.004  0.427
N  -1.235  0.816  -0.312
H  -1.587  -1.078  -1.272
H  0.868  0.061  1.678
C  -1.322  -0.641  -0.302

Values from the calculation:
Energy above the lowest of the compared OMol25 structures with the same formula, charge and spin, kcal/mol: 32.3
E, eV: -9845.87699
E_HOMO, hartree: -0.3369
SMILES: O=C1CNC[C@@H]1O
Orbital gap, eV: 9.95
Total charge: 0

[10]
Formula: C4H7NO2
Source: the Open Molecules 2025 dataset
Level of theory: the ωB97M-V functional and the def2-TZVPD basis

Positions of all 14 atoms, in Å:
H  1.911  -0.723  1.424
H  1.456  0.962  1.606
H  2.275  0.435  0.112
O  -0.647  1.284  -1.574
C  -0.015  0.065  -1.188
H  0.845  -0.195  -1.809
C  -1.343  0.067  -1.797
H  -2.211  -0.100  -1.163
C  1.547  0.151  0.875
C  0.199  -0.127  0.278
H  -1.445  -0.223  -2.842
O  -0.456  -0.541  2.322
H  -1.304  -0.589  2.775
N  -0.811  -0.466  0.982

Values from the calculation:
Energy above the lowest of the compared OMol25 structures with the same formula, charge and spin, kcal/mol: 82.8
E, eV: -9843.68784
E_HOMO, hartree: -0.3569
SMILES: C/C(=N\O)[C@H]1CO1
Orbital gap, eV: 10.70
Total charge: 0